The following is a quantum chemistry calculation of a cluster of 11 separate species, C19H60O11 in total, from the OMol25 dataset.

## Properties
* electronic energy: -43192.6354 eV
* orbital gap: 9.90 eV
* lowest unoccupied orbital energy: 0.1 eV
* SMILES string: CCO.CCO.CCO.CCO.CCO.CCO.CCO.CCO.CO.CO.CO
* energy relative to the best compared isomer or geometry (same formula, charge and spin): 5.904 eV

Element x y z (Å)
C -6.34497 -4.39105 -1.70524
C -5.31707 -4.40704 -2.81661
O -4.43608 -3.35969 -2.54370
H -7.13013 -5.14462 -1.76665
H -6.82654 -3.41826 -1.60596
H -5.81881 -4.50283 -0.75721
H -5.86569 -4.30663 -3.75312
H -4.77299 -5.34938 -2.75272
H -3.94232 -3.72559 -1.80620
C 1.63774 -7.12753 -0.62512
C 0.79732 -8.28241 -0.05464
O -0.37654 -7.76458 0.56869
H 2.06375 -6.53289 0.18299
H 0.91829 -6.56879 -1.22372
H 2.41372 -7.52344 -1.28024
H 1.44141 -8.93257 0.53743
H 0.39942 -8.80380 -0.92523
H -0.79991 -8.55516 0.91121
C -3.81312 -2.21955 2.32118
C -3.04202 -3.54413 2.45119
O -2.33440 -3.79269 1.17220
H -4.65755 -2.25081 1.63267
H -3.11668 -1.45411 1.97887
H -4.25933 -1.90994 3.26624
H -3.67647 -4.39090 2.71301
H -2.26845 -3.53163 3.21898
H -1.93794 -4.66615 1.13377
C -3.62348 4.27967 3.12473
C -2.47645 5.15894 3.65621
O -1.53050 5.31922 2.63511
H -4.41314 4.13018 3.86105
H -3.35007 3.26456 2.83679
H -4.11297 4.92552 2.39579
H -2.04323 4.77194 4.57851
H -2.84617 6.11866 4.01724
H -0.78885 5.79680 3.01388
C -0.47231 6.91380 -2.66717
C -1.53332 7.87854 -2.15549
O -2.45644 7.05044 -1.54190
H 0.12662 6.51043 -1.85068
H 0.17917 7.54977 -3.26651
H -0.88163 6.19328 -3.37526
H -1.95729 8.38810 -3.02075
H -1.16335 8.58137 -1.40900
H -2.03684 6.57347 -0.82217
C 5.61687 5.37513 0.50896
C 6.52555 4.19086 1.02523
O 7.91598 4.48988 1.05178
H 5.86816 5.39486 -0.55151
H 5.86701 6.26690 1.08366
H 4.55178 5.15638 0.58544
H 6.35334 3.36310 0.33729
H 6.20283 3.76525 1.97540
H 8.26236 3.81071 1.63517
C 0.61150 0.94895 0.32173
C 0.42555 0.06093 -0.90189
O 0.82336 -1.27477 -0.64398
H 0.22678 0.45853 1.21592
H 0.23677 1.93373 0.04263
H 1.66711 1.04472 0.57593
H 0.97250 0.46357 -1.75443
H -0.61625 0.06169 -1.22246
H 0.07795 -1.70597 -0.21970
C 6.94844 -2.22014 -0.01773
C 6.09217 -1.77050 -1.25453
O 5.09275 -2.76278 -1.51120
H 6.24504 -2.43642 0.78635
H 7.60542 -1.45286 0.39188
H 7.52274 -3.12734 -0.20550
H 6.72342 -1.67501 -2.13799
H 5.62456 -0.80743 -1.04968
H 4.35193 -2.52019 -0.95089
C -5.67018 1.50968 -2.02758
O -5.05300 2.27508 -3.01333
H -5.03148 0.88998 -1.39819
H -6.27368 2.10985 -1.34664
H -6.35362 0.77032 -2.44514
H -4.89234 1.69488 -3.76110
C 0.96189 -2.45439 -5.56630
O 2.21697 -3.07491 -5.49919
H 1.10081 -1.43833 -5.19696
H 0.70931 -2.34038 -6.62048
H 0.22551 -3.05788 -5.03560
H 2.50999 -2.95351 -4.59311
C 2.05500 1.31265 6.25220
O 2.80934 1.79058 7.37831
H 2.41510 1.78591 5.33873
H 2.22870 0.23659 6.24572
H 0.98319 1.50826 6.28455
H 3.70850 1.45537 7.40577

The following is a quantum chemistry calculation of a cluster of 11 separate species, C19H61NO16 in total, from the OMol25 dataset.

## Properties
* electronic energy: -54937.2114 eV
* orbital gap: 9.70 eV
* lowest unoccupied orbital energy: 0.2 eV
* SMILES string: COC[C@H](C)N.OCCO.OCCO.OCCO.OCCO.OCCO.CO.CO.CO.CO.CO

Element x y z (Å)
C -6.77505 -1.25499 0.85324
O -5.36346 -0.96714 0.84571
C -4.60945 -2.06252 0.46179
C -3.27226 -1.67311 -0.14231
C -2.49253 -2.86401 -0.57957
N -2.42386 -0.79977 0.77907
H -7.18921 -0.23126 0.97815
H -6.99931 -1.87524 1.76506
H -7.06238 -1.82512 -0.04575
H -4.50133 -2.76766 1.26840
H -5.10115 -2.63082 -0.31805
H -3.32625 -0.91632 -0.97378
H -1.93620 -3.21302 0.31697
H -1.76089 -2.67890 -1.35838
H -3.12975 -3.67612 -0.86824
H -2.96147 -0.03130 1.14279
H -2.17361 -1.31396 1.61820
O 2.43185 1.20336 1.73110
C 2.13908 0.10179 0.90657
C 0.75236 0.37373 0.32798
O 0.10749 -0.67171 -0.46666
H 2.32949 2.02714 1.20804
H 2.82846 0.05447 0.05949
H 2.20942 -0.81841 1.47313
H 0.75073 1.30370 -0.18040
H 0.11650 0.45424 1.21811
H -0.87584 -0.68688 -0.12999
O 1.85409 5.18467 -2.21681
C 0.67740 5.94884 -1.91249
C -0.31026 5.22555 -0.98711
O 0.29249 4.97577 0.28838
H 2.63526 5.60515 -1.86337
H 1.00128 6.86892 -1.44614
H 0.19926 6.24558 -2.85797
H -0.51751 4.26766 -1.44358
H -1.22293 5.80810 -0.95756
H -0.02147 4.09415 0.58642
O -2.05273 5.64844 1.87755
C -2.61575 4.42041 2.34034
C -2.47039 3.35266 1.32473
O -1.17777 2.75623 1.33696
H -1.13137 5.44911 1.54904
H -2.05440 4.21938 3.27370
H -3.64878 4.63728 2.60089
H -2.57314 3.75503 0.30370
H -3.22950 2.55698 1.36199
H -0.92462 2.26038 2.17264
O 5.04885 2.95175 -1.99308
C 4.29704 1.71861 -2.22074
C 2.79370 1.93096 -2.08357
O 2.59293 2.79402 -0.93277
H 4.53508 3.34360 -1.26769
H 4.45783 1.34419 -3.24954
H 4.53685 0.90789 -1.54080
H 2.37100 0.90005 -2.08343
H 2.25916 2.42145 -2.92206
H 2.05967 3.55410 -1.18191
O -0.73583 -3.85773 5.38163
C 0.23033 -3.50143 4.38946
C -0.29389 -2.33846 3.60976
O -1.41949 -2.85338 2.77417
H -0.78731 -4.79263 5.55851
H 1.16212 -3.35595 4.95738
H 0.34416 -4.34596 3.69132
H 0.40155 -1.96173 2.87955
H -0.60242 -1.50117 4.20156
H -1.99329 -3.35156 3.34157
C -1.41062 1.08392 -2.77563
O -0.02553 0.90903 -2.60782
H -1.66735 2.10142 -3.04129
H -1.85250 0.45607 -3.56501
H -1.99250 0.84482 -1.85829
H 0.01206 0.10153 -2.07752
C 3.81999 -1.75853 3.59766
O 3.08735 -2.50189 2.64030
H 3.59578 -0.70740 3.42279
H 3.45946 -2.01297 4.60094
H 4.89042 -1.93239 3.50941
H 3.34701 -3.43411 2.77380
C 1.36186 -4.13392 -0.61278
O 0.98885 -3.10591 -1.47217
H 1.85942 -4.91714 -1.18039
H 2.02933 -3.79429 0.21839
H 0.46833 -4.65268 -0.18736
H 0.75559 -2.28081 -0.97480
C 0.02095 -2.04108 -4.56105
O -0.64475 -2.66584 -3.52331
H 0.20305 -1.01535 -4.35732
H 0.94509 -2.47587 -4.95083
H -0.64469 -2.07133 -5.41934
H -0.03867 -2.81287 -2.75399
C 3.90002 -1.98010 -2.10646
O 3.37777 -3.06752 -2.89674
H 3.67313 -2.04114 -1.06076
H 4.98405 -1.89707 -2.18125
H 3.41723 -1.02267 -2.42150
H 2.40125 -3.02089 -2.70896

The following is a quantum chemistry calculation of a cluster of 15 separate species, C19H68N6O15 in total, from the OMol25 dataset.

## Properties
* electronic energy: -60451.6727 eV
* orbital gap: 7.92 eV
* lowest unoccupied orbital energy: 0.2 eV
* energy relative to the best compared isomer or geometry (same formula, charge and spin): 0.763 eV

Element x y z (Å)
C 2.21131 -2.69911 1.00644
C 1.67330 -2.28302 2.31627
O 1.11042 -1.04596 2.01135
H 3.05209 -1.97165 0.73860
H 1.37842 -2.51773 0.37883
H 2.56831 -3.72521 1.13988
H 2.32913 -2.31551 3.20103
H 0.93810 -2.96487 2.63156
H 0.98638 -0.97874 1.06738
C -2.19749 2.88415 3.14940
C -0.66482 3.01491 3.18997
O -0.11089 1.94277 2.56712
H -2.58716 2.20793 3.91239
H -2.57399 2.46480 2.24332
H -2.68063 3.85230 3.23324
H -0.30357 3.18319 4.19242
H -0.36459 3.88782 2.64462
H -0.33369 2.08239 1.68059
C -2.47031 -4.14734 1.40503
C -1.71740 -5.16003 0.51628
O -0.35998 -4.92711 0.63810
H -3.43642 -4.57010 1.62949
H -2.68818 -3.23550 0.84457
H -2.00917 -3.86538 2.35566
H -1.90955 -5.07733 -0.53802
H -2.02756 -6.20655 0.71057
H -0.11632 -4.94863 1.54951
C -0.29372 -2.15295 5.19921
C -1.34687 -1.40499 4.42773
O -0.95258 -0.28025 3.70450
H -0.79714 -2.99399 5.68780
H 0.12896 -1.51109 5.93765
H 0.44838 -2.69144 4.63033
H -2.23215 -1.12421 5.03884
H -1.72687 -2.09437 3.74167
H -1.74870 0.14780 3.35429
C -1.45834 -2.49256 -2.16676
O -2.67771 -2.74223 -1.63366
N -0.38119 -3.02555 -1.62292
N -1.30852 -1.77798 -3.16639
H 0.44126 -2.96469 -2.24554
H -0.47577 -3.67076 -0.82015
H -2.14982 -1.39092 -3.59063
H -0.53705 -1.10519 -3.39796
C 2.34691 2.68808 -2.16819
O 2.06017 1.36027 -1.82652
N 1.57467 3.42745 -2.86747
N 3.43590 3.25322 -1.64687
H 0.59160 3.07988 -2.93611
H 1.70088 4.43867 -2.93235
H 4.00889 2.69096 -1.00876
H 3.62468 4.29230 -1.78392
C -0.69408 0.23697 -0.07429
O -0.73136 1.60611 0.01838
N 0.23605 -0.33645 -0.69826
N -1.49446 -0.60789 0.50877
H 0.94676 0.23735 -1.21965
H 0.17703 -1.35081 -1.01691
H -2.32462 -0.26479 0.91084
H -1.22562 -1.61428 0.51235
C 4.54136 0.16969 -0.27819
O 5.05808 1.45263 -0.49280
H 3.46175 0.16584 -0.03279
H 5.25771 -0.39761 0.27680
H 4.60671 -0.18305 -1.31188
H 6.02779 1.31251 -0.59877
C -4.28308 -0.72467 2.01506
O -3.59199 0.41613 2.56179
H -5.16359 -0.97901 2.62286
H -3.60489 -1.51043 1.93284
H -4.55630 -0.52421 0.99556
H -4.19293 1.03100 2.88953
C 0.40983 4.77452 -0.60922
O -0.15988 5.11932 0.63015
H -0.20013 4.07731 -1.12883
H 1.36058 4.25498 -0.43185
H 0.60114 5.53403 -1.33569
H -1.02550 5.50532 0.39349
C -3.97826 1.28854 -1.25319
O -3.43218 2.13785 -0.21354
H -3.44347 0.35584 -1.20186
H -3.90477 1.73409 -2.26569
H -5.03361 1.14077 -0.93431
H -2.47081 2.00949 -0.18228
C 2.56637 2.41776 1.24636
O 2.70671 1.64186 2.52909
H 2.07720 1.79292 0.46970
H 3.50656 2.88920 0.94965
H 1.91129 3.26796 1.34460
H 3.43670 2.06769 3.04836
C 1.36074 -0.57666 -5.24727
O 1.01434 -0.29865 -3.92435
H 1.82145 -1.56142 -5.42168
H 1.99566 0.26537 -5.45953
H 0.44518 -0.52535 -5.84690
H 1.85953 0.13460 -3.58856
C 2.78055 -2.42517 -2.32036
O 1.85464 -3.03754 -3.19645
H 3.42328 -1.76710 -2.75957
H 3.35711 -3.08933 -1.70843
H 2.29118 -1.92939 -1.48245
H 2.36270 -3.74232 -3.50468
C -1.29238 1.93194 -3.67308
O -1.16868 3.33929 -3.28834
H -1.15930 1.22701 -2.76559
H -0.56495 1.50278 -4.35396
H -2.21211 1.72490 -4.32802
H -1.51863 3.84666 -4.03039